The following is a DFT calculation (the ωB97M-V functional and the def2-TZVPD basis) of C25H34AlN3O4S2Se as an isolated structure.

```
70
Properties=species:S:1:pos:R:3:forces:R:3:nbo_charge:R:1
Se 2.79221 -2.34721 2.19895 -0.1 -0.1 0.1 -0.589
S 1.78723 3.47924 0.22770 0.0 1.2 0.2 0.752
S -4.38587 -4.22502 2.06550 0.0 0.0 0.0 2.414
Al 0.75938 1.19934 0.00827 0.3 -0.7 0.1 1.743
O -3.70031 -5.42599 1.61106 0.1 0.0 0.0 -1.027
O -4.51587 -4.11417 3.51275 0.0 0.0 0.0 -1.034
O -5.61468 -3.93599 1.33475 0.0 0.0 0.0 -1.025
O 0.26138 2.94379 0.50436 0.3 -0.3 -0.3 -1.112
N 2.65813 0.35294 0.35112 0.0 -0.1 0.1 -0.942
N 0.94061 0.64437 2.08871 0.1 -0.2 -0.1 -0.914
N -1.32221 0.64346 0.35637 0.2 0.0 -0.6 -0.889
C 0.15515 6.20766 0.19589 0.0 -0.1 0.0 -0.646
C 2.32622 -6.04215 0.27873 0.0 0.2 0.1 -0.223
C -3.30389 -2.86258 1.60217 -0.1 0.1 0.0 -0.318
C -0.17709 0.69445 -2.77417 0.2 -0.1 -0.2 -0.035
C 1.11067 5.36575 1.01229 0.2 -0.2 0.1 -0.545
C 2.05100 -3.95179 1.47324 0.0 0.0 0.1 -0.138
C 0.15948 -5.43260 1.11988 0.0 0.1 0.1 -0.143
C -1.93794 -0.58335 0.78841 0.0 -0.1 0.2 0.117
C -3.01506 -1.86505 2.52194 0.1 -0.1 -0.1 -0.192
C 0.69362 -4.25317 1.63170 0.0 -0.2 -0.1 -0.274
C 2.12083 4.24602 -1.39502 0.0 -0.1 0.1 -0.554
C -2.33010 -0.72661 2.11373 0.1 0.1 0.0 -0.264
C 0.97552 -6.32919 0.43782 0.0 0.0 0.0 -0.283
C -1.25564 1.63943 -2.94084 0.1 0.0 0.0 -0.401
C -2.39650 0.27154 -4.58952 0.0 -0.1 0.0 -0.357
C 2.22647 1.17256 2.59335 0.0 -0.1 -0.2 -0.234
C -2.31340 1.42200 -3.81981 0.2 0.0 0.2 -0.184
C 0.97062 4.20551 -2.38434 0.0 0.0 0.2 -0.635
C -1.34128 -0.64965 -4.49557 0.0 0.1 0.1 -0.205
C 3.33065 0.79108 1.57927 -0.2 0.2 0.1 -0.242
C -0.26541 -0.44019 -3.66126 -0.2 0.0 0.2 -0.301
C -2.87133 -2.73520 0.28534 0.0 0.0 0.1 -0.181
C 2.86417 -4.86499 0.79236 -0.3 -0.1 0.0 -0.270
C 0.90463 0.83530 -1.87882 -0.7 0.3 0.2 -0.921
C -2.17612 -1.60482 -0.12308 0.0 0.0 -0.1 -0.202
H 2.97179 -6.74205 -0.24297 0.0 0.0 0.0 0.187
H 3.94798 -0.01144 1.97959 0.1 0.0 0.0 0.223
H 3.91764 -4.64485 0.67088 0.0 0.0 0.0 0.203
H 0.71880 3.16859 -2.58894 0.1 0.0 -0.1 0.267
H -3.11199 -3.52389 -0.41970 0.1 0.1 0.0 0.234
H 1.26302 4.69123 -3.31904 0.0 0.0 0.0 0.201
H 2.46301 0.78322 3.58370 0.0 -0.1 0.0 0.202
H -0.06970 7.15604 0.69951 0.0 0.0 0.0 0.189
H 0.56528 6.45793 -0.78530 0.0 0.0 0.1 0.196
H -1.19406 2.58790 -2.41033 -0.2 -0.2 0.1 0.197
H -1.84620 -1.49324 -1.15398 0.0 0.0 0.1 0.224
H 0.96738 -0.39094 2.15400 0.1 0.2 0.1 0.440
H 3.25341 0.40164 -0.46791 -0.2 0.1 -0.1 0.416
H 2.44116 5.27108 -1.17842 0.0 0.0 0.0 0.193
H 0.56215 -7.24838 0.03688 0.0 0.0 0.0 0.194
H 0.53680 -1.16746 -3.62085 0.0 0.0 0.0 0.200
H 0.17854 0.96262 2.67073 -0.1 0.1 0.0 0.390
H 3.95551 1.65805 1.37074 0.0 0.0 0.0 0.197
H -0.78954 5.68175 0.04137 0.0 0.0 0.0 0.215
H -1.55054 0.79635 -0.63084 -0.1 0.0 0.0 0.431
H 2.06597 5.86360 1.20322 -0.1 0.0 0.0 0.165
H 2.96623 3.66452 -1.76873 0.0 0.0 -0.1 0.227
H -3.24362 0.08747 -5.23896 0.0 0.0 0.0 0.188
H -1.36717 -1.54657 -5.10766 0.0 0.0 0.0 0.189
H -3.09211 2.17597 -3.89548 0.0 0.0 0.0 0.185
H 0.08938 4.71456 -1.98751 0.1 -0.1 -0.1 0.205
H 0.67071 5.01719 1.94629 0.0 0.0 0.0 0.191
H -3.35875 -1.99092 3.54159 0.0 0.0 -0.1 0.242
H 2.13730 2.25806 2.65290 -0.1 0.0 0.1 0.198
H 0.05028 -3.56293 2.16790 0.0 0.0 -0.1 0.218
H 2.46838 -0.65411 0.51345 0.1 0.0 -0.2 0.437
H -2.13029 0.07763 2.81971 0.0 -0.1 0.0 0.186
H -0.89330 -5.64882 1.27392 0.0 0.0 -0.1 0.228
H -1.70868 1.42548 0.86699 -0.1 0.2 0.1 0.396
```
Forces are in eV/Å.

Values from the calculation:
* multiplicity: 1
* charge: -2
* HOMO-LUMO gap (spin up / spin down): 4.82 / 4.57 eV
* HOMO energy (spin up / spin down): -1.20 / -0.86 eV

The following is a DFT calculation (the ωB97M-V functional and the def2-TZVPD basis) of a 2-piece molecular cluster, C3H5N3 overall.

```
11
Properties=species:S:1:pos:R:3:forces:R:3:nbo_charge:R:1
N 0.82836 -1.55016 0.52209 0.9 1.5 -0.2 -0.388
N -1.15900 1.32305 0.48689 -0.1 0.2 -0.3 -0.429
N -2.04256 -0.85315 -0.21296 -2.0 -3.2 0.4 -0.854
C 1.82220 0.75775 -0.15805 1.8 -2.9 -1.7 -0.713
C 1.30715 -0.51995 0.27479 -1.4 -2.3 0.7 0.321
C -1.61593 0.33245 0.10730 0.9 1.6 1.2 0.430
H -2.02657 -1.59606 0.59434 -0.1 2.0 -2.3 0.442
H -2.89969 -0.81535 -0.80988 1.1 -0.5 1.0 0.414
H 1.43898 1.48260 0.44120 -0.9 2.3 1.6 0.265
H 2.93805 0.62771 -0.06692 -1.0 0.7 -0.6 0.250
H 1.40900 0.81112 -1.17882 0.7 0.6 0.2 0.261
```
Forces are in eV/Å.

Values from the calculation:
* structure (SMILES): CC#N.N#CN
* multiplicity: 1
* charge: 0
* HOMO-LUMO gap: 10.78 eV
* HOMO energy: -10.14 eV

The following is a DFT calculation (the ωB97M-V functional and the def2-TZVPD basis) of a 2-piece molecular cluster, CH2N2O2 overall.

```
7
Properties=species:S:1:pos:R:3:forces:R:3:nbo_charge:R:1
O -1.97452 -0.32897 -0.63476 -1.9 -0.1 -1.2 -0.487
O 1.14361 1.07148 -0.15922 0.4 0.8 0.6 -0.548
N -0.02891 -0.76799 0.71405 1.5 -1.7 1.2 -0.248
N -0.02405 0.62471 0.51645 1.9 0.1 -0.2 -0.011
C -0.99462 -0.28571 -0.02293 -0.6 1.3 -0.4 0.705
H 0.08167 -1.78053 -0.91399 0.4 0.5 0.6 0.097
H 1.79682 1.46703 0.50041 -1.6 -0.8 -0.7 0.492
```
Forces are in eV/Å.

Values from the calculation:
* multiplicity: 1
* charge: 0
* HOMO-LUMO gap (spin up / spin down): 7.93 / 9.31 eV
* HOMO energy (spin up / spin down): -10.01 / -10.17 eV

The following is a DFT calculation (the ωB97M-V functional and the def2-TZVPD basis) of a 2-piece molecular cluster, CH5NOS2 overall.

```
10
Properties=species:S:1:pos:R:3:forces:R:3:mulliken_spin:R:1
S -0.83742 1.28803 0.70450 -0.2 0.3 -0.1 0.499
S -2.76674 1.15902 0.20926 0.4 0.4 0.0 0.497
O 1.87417 -2.34158 -1.38320 -0.3 0.0 -0.1 0.000
N 3.45542 -1.54602 0.02706 -0.5 0.6 0.0 0.000
C 2.37184 -1.40917 -0.80825 0.7 -0.6 -0.7 0.000
H 2.09098 -0.38754 -1.08701 -0.4 0.5 0.6 0.001
H 3.72388 -0.73127 0.56140 0.4 -0.2 -0.4 0.000
H -2.46661 1.34452 -1.09548 -0.2 -0.4 -0.1 0.002
H -1.05151 1.87009 1.90531 0.0 -0.3 0.2 0.002
H 4.17167 -2.13560 -0.36744 0.1 -0.2 0.5 0.000
```
Forces are in eV/Å.

Values from the calculation:
* multiplicity: 2
* charge: +1
* HOMO-LUMO gap (spin up / spin down): 7.19 / 3.67 eV
* HOMO energy (spin up / spin down): -12.81 / -12.80 eV

Respective energy above the lowest of the compared OMol25 structures with the same formula, charge and spin values: 177.6; 132.7; 835.2; 107.2 kJ/mol.